1.
59
Properties=species:S:1:pos:R:3:forces:R:3 method="wB97M-V/def2-TZVPD" total_charge=-1 spin_multiplicity=3 e_lumo_ev="2.0 / 2.0" homo_energy_ev="-4.764 / -4.761"
V -0.146722 -0.078250 0.185352 -1.9 -0.5 2.0
C 3.820565 -0.824262 1.496787 -0.5 0.2 -0.7
C 2.491531 -0.624353 1.348739 -0.9 0.6 1.3
C 1.524325 -0.977882 2.469674 0.9 -0.9 -0.7
O 0.312594 -1.013902 2.061931 -0.9 0.5 -0.2
C 2.004738 -1.312729 3.707044 -1.0 0.1 -0.7
C 3.404317 -1.495732 3.929776 -0.4 0.9 1.0
C 4.363781 -1.286796 2.749038 0.4 -0.4 -1.2
O 5.553497 -1.521840 2.834275 0.3 -0.1 0.7
O 3.852543 -1.695349 5.046720 0.5 -0.4 0.1
O 1.862105 -0.038277 0.385733 0.2 0.1 -1.3
H 4.461793 -0.608092 0.650928 0.3 0.0 0.2
H 1.260803 -1.454026 4.480942 0.3 -0.3 0.3
C -4.433980 0.155258 0.745660 -0.7 0.0 -0.4
C -5.625882 0.106632 -0.074799 0.3 -0.6 -0.2
C -5.431148 -0.064586 -1.615894 0.1 -0.3 -0.1
O -6.415176 -0.120811 -2.338108 -0.1 0.2 0.0
C -4.086673 -0.207225 -2.102946 -0.2 0.4 0.5
C -3.000177 -0.151969 -1.259603 -0.2 0.1 -1.5
C -3.188932 -0.008003 0.211915 -0.2 0.3 1.3
O -2.138598 -0.007121 0.976901 1.7 -0.2 -1.0
O -1.800966 -0.169514 -1.723942 1.1 -0.3 1.4
O -6.755114 0.069627 0.377940 -0.1 0.3 0.1
H -4.635641 0.209888 1.807680 0.4 0.1 0.1
H -3.948944 -0.215488 -3.176323 0.1 -0.2 0.0
C 0.817568 4.090362 -0.914686 -0.1 -0.5 -0.9
C 0.713364 2.757378 -0.177309 0.5 0.8 0.2
C 0.387696 2.898480 1.296745 -0.6 -0.5 -0.1
O 0.032645 1.594164 1.759040 0.5 0.8 -0.1
C -0.364265 1.594995 3.122912 -0.3 0.1 0.5
N -0.337545 1.891849 -0.754233 0.2 1.4 -0.6
H 1.191254 3.854625 -1.919438 0.1 0.1 0.1
H 1.540926 4.786367 -0.495396 -0.2 0.1 0.3
H -0.161792 4.532704 -1.116182 0.0 0.3 0.5
H 1.702192 2.300422 -0.244829 -0.3 -0.5 -0.1
H -0.507392 3.516868 1.450784 0.2 0.3 -0.1
H 1.228579 3.311520 1.858778 0.0 0.0 0.0
H -1.173851 0.880466 3.238771 0.2 -0.2 0.0
H -0.741963 2.578820 3.423076 -0.1 0.0 -0.3
H 0.471308 1.380520 3.792680 0.1 -0.3 -0.2
H -1.198989 2.428504 -0.601148 -0.3 -0.8 0.8
H -0.355178 2.019309 -1.766842 0.6 -0.9 -0.1
C 0.749855 -4.053086 -1.668881 -0.1 0.2 -1.5
C 1.016648 -2.606757 -1.296362 0.1 0.4 1.4
C 1.164965 -1.686276 -2.492647 -0.6 -0.1 -0.2
O 0.957383 -0.320065 -2.167242 0.7 -0.6 -0.5
C 1.056184 0.432961 -3.357360 -0.9 1.2 0.6
N -0.064289 -2.116733 -0.378435 -0.9 -1.7 -1.2
H 0.411080 -4.695318 -0.859801 0.4 0.1 0.3
H 1.618630 -4.459229 -2.191434 0.1 -0.3 0.4
H -0.041314 -4.088762 -2.430148 -0.1 0.1 0.2
H 1.929608 -2.544049 -0.697921 0.0 0.0 0.0
H 0.416769 -1.981663 -3.243479 0.1 0.1 -0.1
H 2.167373 -1.794719 -2.920892 0.0 -0.2 0.0
H 1.887603 0.129519 -3.992378 -0.1 -0.1 -0.1
H 1.193542 1.481158 -3.071686 0.4 -0.1 0.1
H 0.083942 0.460837 -3.864553 0.2 -0.6 -0.3
H -0.146527 -2.847768 0.332254 0.7 0.8 0.9
H -0.950644 -2.392600 -0.827180 0.0 1.0 -0.5

---

2.
51
Properties=species:S:1:pos:R:3:forces:R:3 method="wB97M-V/def2-TZVPD" smiles=CCOc1ccccc1N1CCN(Cc2cccc(OC)c2O)CC1 e_lumo_ev=0.5 homo_energy_ev=-7.599
C -1.029237 -3.427562 0.512524 2.0 1.8 -4.8
C -2.330964 -2.916942 0.153205 -4.9 -7.4 -0.6
O -2.413563 -1.678388 0.084112 -1.5 12.9 1.6
C -3.647116 -0.861151 0.120798 0.1 0.0 -0.4
C -4.897907 -1.488931 -0.077332 3.5 2.3 -1.7
C -5.969588 -0.580484 -0.571778 1.5 -0.3 2.6
C -5.931276 0.796603 -0.421998 14.9 -12.8 1.7
C -4.638365 1.321276 -0.004698 -12.6 8.7 -2.6
C -3.563867 0.831989 0.221549 5.3 -12.4 0.8
N -2.463592 1.424819 0.457480 2.5 -10.4 7.8
C -1.208353 0.560995 1.129032 -5.2 5.7 6.2
C -0.062451 0.496970 0.323798 1.5 -4.2 -1.8
N 0.306821 1.595172 -0.552788 -11.3 1.6 12.8
C 1.350247 1.461126 -1.121820 12.9 -1.9 -11.0
C 2.690069 1.192703 -0.400723 -2.5 1.0 0.3
C 3.031591 2.014849 0.626871 1.1 -3.8 1.3
C 4.128988 1.413492 1.412664 -2.0 8.5 3.9
C 5.061300 0.585762 1.061970 -3.1 -1.9 -6.4
C 4.694994 -0.046554 -0.276037 7.8 -3.8 6.8
O 5.427570 -1.301296 -0.612797 0.6 2.7 1.5
C 6.661607 -1.555297 0.239527 -4.1 -6.1 -2.9
C 3.486311 0.088726 -0.629494 -4.3 -0.7 -8.6
O 3.310678 -0.735208 -2.061847 1.0 0.7 5.0
C -0.884051 2.098530 -1.042412 4.6 2.8 -6.5
C -1.910525 2.325433 -0.145445 -0.2 15.6 -3.7
H -0.360464 -2.946503 -0.417452 -0.8 -1.2 3.0
H -0.878413 -3.039269 1.460619 1.4 0.2 1.9
H -1.048280 -4.464683 0.337936 0.4 -1.4 0.5
H -2.656664 -3.133433 -0.870019 0.0 -2.3 -0.3
H -3.130255 -3.341989 0.875497 0.8 0.1 -0.8
H -4.744683 -2.579540 -0.314065 -1.2 1.2 0.4
H -6.794828 -1.197901 -0.658656 -2.3 -0.2 -1.0
H -6.600915 1.316644 -0.485880 -13.1 10.1 -1.7
H -4.746277 2.499676 0.062476 0.7 -2.2 0.0
H -0.967381 1.446828 1.991273 -0.5 -2.1 -1.8
H -1.592656 -0.285340 1.812618 0.9 1.1 -2.0
H -0.329769 -0.455022 -0.251966 1.0 0.8 -0.5
H 0.634067 0.112349 1.093582 0.8 0.6 -0.9
H 1.626546 2.315813 -1.851740 -0.6 -0.6 1.1
H 1.180866 0.660200 -1.882177 1.2 -0.6 -0.5
H 2.237849 2.613372 1.033178 0.3 0.8 0.2
H 4.376070 2.164646 2.351093 -0.6 -2.3 -1.9
H 5.865576 0.488522 1.621412 3.8 -0.9 2.1
H 7.048397 -2.569511 -0.328483 -0.7 2.7 1.9
H 7.305519 -0.826776 0.221620 3.6 4.2 -1.0
H 6.451785 -1.681954 1.288885 -0.7 -0.7 0.2
H 3.989687 -1.378178 -1.685237 -1.2 0.2 -1.8
H -1.220405 1.444221 -1.788143 -1.0 -1.7 -1.6
H -0.546098 3.025035 -1.796024 -1.1 -1.7 2.3
H -1.618666 3.196121 0.582026 0.2 -0.9 -0.8
H -2.679949 3.000041 -0.826755 1.2 -1.7 1.5

---

3.
52
Properties=species:S:1:pos:R:3:forces:R:3 method="wB97M-V/def2-TZVPD" e_lumo_ev=0.5 homo_energy_ev=-8.279
C -3.775947 4.642534 -4.314049 0.0 -0.1 0.0
C -2.561228 4.062165 -3.659378 0.1 0.0 0.0
C -2.684000 3.298007 -2.501681 0.1 0.0 -0.1
C -1.577517 2.739876 -1.898392 0.2 0.0 0.0
C -0.309961 2.937115 -2.448613 -0.3 0.3 -0.5
C -0.178126 3.699684 -3.607695 0.1 -0.2 0.2
C -1.295077 4.253639 -4.200706 -0.1 0.0 0.0
H -1.183709 4.844341 -5.098836 0.0 0.1 -0.1
H 0.801442 3.853971 -4.034807 0.1 0.0 0.0
C 0.843570 2.340580 -1.816495 0.2 -0.6 1.0
N 0.846161 1.678992 -0.695565 -0.6 0.5 -0.5
C 2.140449 1.279589 -0.497078 0.8 0.4 -1.0
C 2.895143 1.730288 -1.546327 0.0 -0.6 1.0
O 2.067715 2.411318 -2.380541 -0.1 0.2 -0.3
C 4.335576 1.625801 -1.882497 -0.3 0.2 -0.1
H 4.846391 2.567051 -1.677682 0.1 0.0 0.0
H 4.799337 0.840450 -1.292875 0.0 0.0 0.0
H 4.453687 1.400979 -2.940674 0.1 -0.1 0.0
C 2.515530 0.462087 0.673228 -0.5 -0.4 -0.1
H 3.525050 0.066636 0.578595 0.0 -0.2 0.1
H 2.422433 1.008541 1.610235 0.0 -0.1 0.1
S 1.374775 -1.016615 0.765603 -0.1 1.4 0.0
O 1.938232 -1.869163 1.830130 0.5 -0.8 0.6
C -0.019862 -0.123005 1.583353 0.1 -0.2 -0.6
C -1.163403 -1.094827 1.830256 0.3 0.2 0.1
O -2.281182 -0.917779 1.390047 -0.2 0.1 -0.2
N -0.798541 -2.131984 2.604251 0.1 -0.4 0.3
H 0.191029 -2.277702 2.765183 0.0 0.2 0.0
C -1.671856 -3.258371 2.860345 -0.6 -0.1 0.0
C -1.543615 -4.318666 1.758695 0.1 0.2 0.0
C -0.173652 -4.990247 1.788013 -0.2 -0.2 0.1
C 0.073802 -5.621716 3.154494 0.3 0.2 -0.1
C 0.001618 -4.558672 4.245998 -0.2 -0.2 0.1
C -1.357562 -3.861025 4.230375 0.1 0.2 -0.1
H -2.136380 -4.586585 4.473474 0.0 0.0 0.0
H -1.383583 -3.073712 4.986494 -0.1 0.0 0.0
H 0.801184 -3.831692 4.089805 0.1 0.0 0.1
H 0.160994 -5.016142 5.224899 0.1 0.1 0.0
H 1.053593 -6.102792 3.170619 0.0 -0.1 0.0
H -0.681253 -6.389252 3.343084 0.0 -0.1 0.0
H 0.607091 -4.255784 1.580446 0.1 0.0 -0.1
H -0.125836 -5.754393 1.009402 0.1 0.0 -0.1
H -2.321942 -5.070002 1.908027 -0.1 0.0 0.0
H -1.714885 -3.843430 0.790961 -0.1 0.0 0.0
H -2.692075 -2.857460 2.849902 0.2 -0.1 0.0
H -0.324097 0.677292 0.913635 -0.1 -0.1 0.1
H 0.355031 0.268086 2.527912 0.2 0.0 0.0
H -1.674686 2.143028 -1.005834 0.0 -0.1 0.1
H -3.662442 3.139117 -2.072481 -0.1 0.0 0.1
H -4.465290 5.033536 -3.568673 -0.1 0.1 0.0
H -4.298887 3.868692 -4.876818 -0.1 0.0 -0.1
H -3.507067 5.440392 -5.001768 0.0 0.1 0.0

---

Calculated molar mass (g/mol), listed in the same order as above: 505.38; 342.44; 374.51
Calculated max |F| (eV Å⁻¹), listed in the same order as above: 2.766; 19.679; 1.454
Calculated energy relative to the best compared isomer or geometry (same formula, charge and spin) (kcal/mol), listed in the same order as above: 0.0; 508.0; 14.8